The following is a quantum chemistry calculation of a molecular structure, C71H64GeInN9O7P2S3Se2 in a non-equilibrium geometry, from the OMol25 dataset.

Its net charge is -2. For the HOMO energy, the calculation gives -0.1038 Eh. For the HOMO-LUMO gap, the calculation gives 6.50 eV.

XYZ file:
```
160
C71H64GeInN9O7P2S3Se2 | the OMol25 dataset | the ωB97M-V functional and the def2-TZVPD basis
In 2.172 -0.669 1.055
N 2.060 3.493 3.227
C 2.283 2.709 2.129
O 1.404 2.530 1.308
C 3.668 2.134 2.007
C 3.642 0.610 2.185
H 1.102 3.741 3.418
H 2.693 3.451 4.005
H 4.323 2.598 2.754
H 4.052 2.368 1.012
H 3.461 0.350 3.231
H 4.611 0.198 1.903
Se 0.122 2.693 -5.432
P -0.407 2.780 -3.395
C -2.230 2.862 -3.257
C -3.058 1.931 -2.641
C -4.430 2.155 -2.609
C -4.978 3.288 -3.184
C -4.155 4.199 -3.835
C -2.791 3.978 -3.881
C -0.043 4.517 -2.857
C 0.897 5.283 -3.532
C 1.045 6.632 -3.248
C 0.233 7.233 -2.298
C -0.687 6.466 -1.598
C -0.814 5.112 -1.862
C 0.197 1.725 -2.038
C 1.457 1.294 -1.546
N 1.162 0.476 -0.506
N -0.136 0.434 -0.332
N -0.732 1.156 -1.234
P 3.140 1.849 -1.896
Se 4.771 0.882 -0.963
C 3.391 1.773 -3.691
C 2.932 0.615 -4.309
C 3.205 0.389 -5.649
C 3.913 1.328 -6.379
C 4.376 2.478 -5.760
C 4.135 2.697 -4.417
C 3.243 3.575 -1.314
C 2.250 4.172 -0.549
C 2.457 5.435 -0.014
C 3.627 6.127 -0.277
C 4.631 5.522 -1.020
C 4.456 4.237 -1.500
H -2.620 1.064 -2.173
H -5.074 1.438 -2.115
H -6.045 3.470 -3.127
H -4.573 5.083 -4.300
H -2.141 4.675 -4.396
H 1.489 4.817 -4.310
H 1.780 7.222 -3.780
H 0.311 8.297 -2.106
H -1.321 6.932 -0.852
H -1.526 4.518 -1.303
H 2.317 -0.088 -3.760
H 2.806 -0.500 -6.110
H 4.082 1.175 -7.437
H 4.926 3.218 -6.331
H 4.500 3.602 -3.949
H 1.335 3.643 -0.336
H 1.688 5.873 0.607
H 3.768 7.125 0.121
H 5.563 6.042 -1.203
H 5.274 3.711 -1.976
C -0.199 -8.160 2.966
C 0.653 -6.920 3.044
C 1.921 -6.956 3.618
C 2.700 -5.810 3.664
C 2.217 -4.623 3.137
C 0.952 -4.563 2.574
C 0.182 -5.714 2.534
S 3.287 -3.192 3.213
O 2.716 -2.250 4.142
O 4.603 -3.692 3.562
N 3.251 -2.510 1.775
C 3.942 -2.827 0.658
C 4.885 -3.858 0.493
C 5.418 -4.064 -0.759
C 5.011 -3.273 -1.831
C 4.112 -2.256 -1.577
N 3.621 -2.019 -0.369
H 0.112 -8.895 3.709
H -0.106 -8.617 1.978
H -1.249 -7.912 3.122
H 2.298 -7.881 4.040
H 3.688 -5.807 4.104
H 0.559 -3.634 2.183
H -0.810 -5.666 2.103
H 5.172 -4.437 1.358
H 6.146 -4.852 -0.917
H 5.381 -3.438 -2.832
H 3.767 -1.613 -2.376
N -4.232 -6.675 -2.418
C -3.488 -5.551 -2.801
C -2.541 -5.644 -3.819
C -1.831 -4.524 -4.213
C -2.065 -3.295 -3.611
C -3.022 -3.190 -2.617
C -3.731 -4.308 -2.217
S -0.900 -1.967 -3.950
O -1.611 -0.728 -4.146
O -0.130 -2.468 -5.072
N -0.083 -1.819 -2.597
C 0.644 -2.816 -2.109
S 1.301 -4.138 -3.163
C 1.908 -4.911 -1.737
C 1.597 -4.185 -0.645
N 0.924 -3.008 -0.844
H -3.778 -7.551 -2.619
H -4.589 -6.635 -1.476
H -2.347 -6.606 -4.281
H -1.078 -4.582 -4.984
H -3.194 -2.224 -2.159
H -4.469 -4.234 -1.426
H 2.438 -5.847 -1.798
H 1.844 -4.474 0.364
O -1.017 -2.185 3.522
C -0.127 -1.394 3.206
O 0.518 -1.458 2.099
C 0.142 -0.199 4.108
C -0.535 0.993 3.429
Ge -2.481 0.766 3.094
C -2.926 2.526 2.283
C -3.354 2.607 0.960
C -3.509 3.832 0.328
C -3.224 5.006 1.010
C -2.788 4.946 2.327
C -2.641 3.716 2.951
C -3.353 0.563 4.873
C -3.232 -0.678 5.502
C -3.736 -0.878 6.779
C -4.378 0.155 7.450
C -4.507 1.391 6.834
C -4.011 1.585 5.552
C -3.282 -0.643 1.981
C -4.644 -0.875 2.161
C -5.302 -1.839 1.412
C -4.584 -2.608 0.507
C -3.223 -2.401 0.343
C -2.573 -1.405 1.059
H 1.221 -0.068 4.200
H -0.290 -0.395 5.090
H -0.076 1.166 2.456
H -0.423 1.903 4.026
H -3.548 1.691 0.414
H -3.846 3.866 -0.702
H -3.339 5.963 0.513
H -2.554 5.860 2.861
H -2.285 3.681 3.977
H -2.716 -1.481 4.986
H -3.631 -1.845 7.255
H -4.777 -0.003 8.445
H -5.000 2.204 7.354
H -4.133 2.550 5.072
H -5.191 -0.295 2.898
H -6.366 -2.000 1.546
H -5.098 -3.371 -0.067
H -2.649 -3.015 -0.339
H -1.518 -1.238 0.891
```

---

The following is a quantum chemistry calculation of 9 unconnected molecules or ions with the total composition C6H29NO9 in a non-equilibrium geometry, from the OMol25 dataset.

The structure (SMILES) is CCN(CC)CC=O.O.O.O.O.O.O.O.O. For the HOMO energy, the calculation gives -0.3631 Eh. For the HOMO-LUMO gap, the calculation gives 10.16 eV.

XYZ file:
```
45
C6H29NO9 | the OMol25 dataset | the ωB97M-V functional and the def2-TZVPD basis
C 1.970 -2.269 2.091
C 0.682 -2.064 2.890
N -0.268 -1.428 1.927
C -1.298 -2.349 1.492
C -2.083 -1.965 0.212
C -0.965 -0.266 2.570
C -0.107 0.945 2.347
O -0.544 1.942 1.819
H 2.531 -1.340 2.036
H 2.642 -2.995 2.578
H 1.884 -2.757 1.122
H 0.881 -1.381 3.711
H 0.267 -3.010 3.236
H -1.967 -2.723 2.278
H -0.828 -3.264 1.102
H -3.143 -2.009 0.473
H -1.931 -0.898 0.067
H -1.848 -2.488 -0.705
H -1.157 -0.523 3.620
H -1.974 -0.119 2.187
H 0.885 0.922 2.798
O 0.287 -1.129 -1.770
H 1.080 -1.019 -2.312
H 0.623 -1.079 -0.865
O 2.147 1.531 0.192
H 1.203 1.381 0.255
H 2.708 0.793 0.355
O 1.179 1.946 -3.481
H 0.568 2.253 -2.793
H 0.733 2.324 -4.248
O 0.644 4.299 -1.109
H 1.592 4.414 -1.071
H 0.448 3.463 -0.672
O 3.231 -0.141 -3.068
H 3.362 -0.172 -4.009
H 2.655 0.481 -2.630
O -2.724 -1.476 -3.340
H -2.851 -2.000 -2.542
H -1.901 -1.016 -3.132
O -2.347 3.879 -0.495
H -1.926 4.591 -1.000
H -1.514 3.560 -0.148
O -0.793 1.325 -0.847
H -1.218 1.426 0.011
H -0.814 0.408 -1.131
```

---

The following is a quantum chemistry calculation of a molecular structure, C25H22I3N3O4PdS in a non-equilibrium geometry, from the OMol25 dataset.

Its net charge is -2. For the HOMO energy, the calculation gives -0.1153 Eh. For the HOMO-LUMO gap, the calculation gives 6.09 eV.

XYZ file:
```
59
C25H22I3N3O4PdS | the OMol25 dataset | the ωB97M-V functional and the def2-TZVPD basis
Pd 1.646 -0.927 1.430
I 8.815 1.697 2.343
C 6.720 1.537 2.453
C 5.971 2.510 1.878
C 4.614 2.273 1.719
I 3.645 3.923 1.071
C 3.918 1.157 2.186
O 2.719 0.913 1.927
C 4.693 0.352 3.073
C 3.994 -0.762 3.798
N 3.830 -2.062 3.020
C 4.910 -2.428 2.107
C 4.867 -1.680 0.775
C 6.007 -1.380 0.020
C 5.854 -0.463 -1.002
C 4.613 0.034 -1.320
C 3.542 -0.529 -0.707
N 3.646 -1.374 0.319
C 6.023 0.512 3.235
H 6.377 3.322 1.298
H 2.925 -0.514 4.146
H 4.658 -1.072 4.577
H 2.983 -2.132 2.483
H 4.843 -3.539 1.896
H 5.802 -2.247 2.705
H 6.937 -1.737 0.428
H 6.726 -0.055 -1.572
H 4.486 0.722 -2.135
H 2.512 -0.339 -0.994
H 6.494 -0.212 3.868
C -7.335 -1.472 -1.429
C -7.270 -0.222 -2.214
C -7.101 1.062 -1.671
C -7.347 2.228 -2.441
C -7.668 2.118 -3.767
C -7.737 0.876 -4.318
C -7.565 -0.296 -3.571
S -8.241 3.456 -4.761
O -7.002 4.097 -5.173
O -9.013 4.316 -3.913
O -9.000 2.789 -5.876
H -8.387 -1.915 -1.380
H -7.020 -1.282 -0.373
H -6.635 -2.157 -1.758
H -6.652 1.243 -0.706
H -7.285 3.169 -1.941
H -8.061 0.814 -5.345
H -7.619 -1.322 -3.969
I -0.260 -4.142 -0.920
C -0.626 -2.254 0.082
C -0.109 -2.120 1.387
C -0.367 -0.885 2.070
C -0.971 0.093 1.307
C -1.351 -0.121 0.027
N -1.231 -1.378 -0.600
H 0.271 -2.972 1.944
H -0.393 -0.941 3.176
H -1.177 1.069 1.749
H -1.618 0.647 -0.644
```

---

The following is a quantum chemistry calculation of a gas-phase ion, C6H9N4O5 (charge +1) in a non-equilibrium geometry, from the OMol25 dataset.

Its net charge is +1. The structure (SMILES) is CN(C(N)=O)/C(O)=c1/c(=C/O)[nH]o[n+]1=O. For the HOMO energy (alpha / beta), the calculation gives -0.4230 / -0.4230 Eh. For the HOMO-LUMO gap (alpha / beta), the calculation gives 6.87 / 6.87 eV.

XYZ file:
```
24
C6H9N4O5 | the OMol25 dataset | the ωB97M-V functional and the def2-TZVPD basis
C -2.425 0.231 -0.496
N -1.118 -0.376 -0.361
C -1.072 -1.449 0.740
N -2.052 -2.324 0.608
O -0.346 -1.284 1.662
C -0.013 0.347 -0.565
O -0.153 1.576 -0.970
C 1.283 -0.439 -0.280
C 2.627 -0.066 -0.063
C 3.209 1.022 0.477
O 4.560 1.144 0.578
N 3.431 -1.170 -0.489
O 2.503 -2.266 -0.574
N 1.191 -1.723 -0.546
O 0.356 -2.572 -0.669
H -2.119 1.244 -0.958
H -3.013 -0.491 -1.010
H -2.923 0.309 0.444
H -2.481 -2.528 -0.324
H -2.051 -3.062 1.321
H 0.741 2.100 -0.995
H 2.556 1.973 0.631
H 4.896 1.942 0.977
H 4.323 -1.425 -0.100
```

---

The following is a quantum chemistry calculation of 5 unconnected molecules or ions with the total composition C5H18NO6 in a non-equilibrium geometry, from the OMol25 dataset.

Its net charge is -1. For the HOMO energy, the calculation gives -0.1903 Eh. For the HOMO-LUMO gap, the calculation gives 8.69 eV.

XYZ file:
```
30
C5H18NO6 | the OMol25 dataset | the ωB97M-V functional and the def2-TZVPD basis
O -0.230 1.234 0.873
C 0.340 0.123 1.083
O 1.461 -0.050 1.598
C -0.484 -1.179 0.825
C 0.230 -2.009 -0.234
C -0.098 -1.554 -1.648
C 1.118 -1.706 -2.565
N -0.665 -1.862 2.083
H -1.449 -0.854 0.437
H 1.308 -1.971 -0.091
H -0.016 -3.052 -0.029
H -0.873 -2.195 -2.066
H -0.418 -0.510 -1.664
H 1.997 -1.216 -2.142
H 1.383 -2.754 -2.662
H 0.988 -1.237 -3.546
H 0.197 -1.910 2.605
H -1.311 -1.347 2.672
H 2.691 0.938 -0.378
H 3.459 -0.103 0.329
O 3.462 0.364 -0.518
H -2.850 2.024 1.442
H -1.743 2.006 2.520
O -2.688 1.886 2.385
H -0.119 2.921 0.073
H 0.794 4.079 0.368
O 0.057 3.840 -0.214
H -2.024 1.408 -0.011
H -1.970 2.634 -1.016
O -2.547 2.054 -0.512
```

---

The following is a quantum chemistry calculation of 2 unconnected molecules or ions with the total composition C5H10N2O in a non-equilibrium geometry, from the OMol25 dataset.

The structure (SMILES) is [H]/N=C/[C@@H](C)O.C=C=N. For the HOMO energy, the calculation gives -0.3408 Eh. For the HOMO-LUMO gap, the calculation gives 9.96 eV.

XYZ file:
```
18
C5H10N2O | the OMol25 dataset | the ωB97M-V functional and the def2-TZVPD basis
H 1.823 -1.066 0.258
N 1.546 -0.284 0.946
C 0.309 -0.146 0.971
C -0.423 1.027 1.569
C -0.120 2.291 0.758
O -1.808 0.774 1.657
H -0.336 -0.792 0.302
H -0.085 1.166 2.600
H -0.665 3.135 1.175
H -0.426 2.153 -0.280
H 0.947 2.493 0.783
H -2.151 0.623 0.763
C 1.119 -2.138 -1.555
C -0.115 -1.730 -1.750
N -1.199 -1.249 -2.031
H 1.300 -3.151 -1.237
H 1.939 -1.624 -2.026
H -1.656 -1.482 -2.903
```

---

The following is a quantum chemistry calculation of 6 unconnected molecules or ions with the total composition C24H60O12 in a non-equilibrium geometry, from the OMol25 dataset.

The structure (SMILES) is COCCOC.COCCOC.COCCOC.COCCOC.COCCOC.COCCOC. For the HOMO energy, the calculation gives -0.3400 Eh. For the HOMO-LUMO gap, the calculation gives 9.84 eV.

XYZ file:
```
96
C24H60O12 | the OMol25 dataset | the ωB97M-V functional and the def2-TZVPD basis
C -39.065 10.620 -15.164
O -40.440 10.937 -15.288
C -41.233 9.892 -15.814
C -41.729 8.961 -14.711
O -42.249 9.607 -13.577
C -43.383 10.396 -13.855
H -38.860 9.907 -14.355
H -38.603 11.580 -14.941
H -38.662 10.174 -16.081
H -40.708 9.230 -16.520
H -42.000 10.357 -16.433
H -40.929 8.311 -14.353
H -42.393 8.245 -15.227
H -43.487 10.791 -14.870
H -43.493 11.202 -13.138
H -44.272 9.747 -13.804
C -40.257 19.325 -14.203
O -40.434 17.993 -13.749
C -39.410 17.568 -12.906
C -38.084 17.171 -13.560
O -37.289 18.307 -13.814
C -35.913 18.040 -13.891
H -40.247 20.068 -13.400
H -41.042 19.609 -14.901
H -39.307 19.352 -14.745
H -39.792 16.766 -12.269
H -39.214 18.327 -12.131
H -38.453 16.738 -14.510
H -37.521 16.330 -13.150
H -35.426 18.910 -14.334
H -35.755 17.138 -14.495
H -35.423 17.896 -12.918
C -40.371 6.098 -12.276
O -39.128 5.533 -12.034
C -38.214 5.401 -13.084
C -37.803 6.724 -13.682
O -36.550 6.598 -14.340
C -36.458 7.319 -15.539
H -41.008 6.218 -11.398
H -41.003 5.498 -12.948
H -40.263 7.109 -12.686
H -38.687 4.807 -13.884
H -37.338 4.825 -12.794
H -37.602 7.501 -12.925
H -38.528 7.175 -14.371
H -36.617 8.396 -15.428
H -37.129 6.888 -16.289
H -35.469 7.162 -15.979
C -36.352 13.537 -15.811
O -36.051 12.267 -15.255
C -35.540 11.354 -16.205
C -34.055 11.110 -15.911
O -33.280 12.137 -16.489
C -31.934 11.690 -16.731
H -36.769 13.517 -16.818
H -35.429 14.123 -15.772
H -37.059 14.099 -15.199
H -35.566 11.669 -17.256
H -36.099 10.415 -16.238
H -33.874 10.097 -16.289
H -33.979 11.165 -14.821
H -31.507 12.524 -17.286
H -31.940 10.864 -17.449
H -31.473 11.412 -15.784
C -32.454 16.963 -14.313
O -32.364 15.884 -13.420
C -32.642 14.654 -14.042
C -32.696 13.504 -13.067
O -31.446 13.076 -12.574
C -31.503 11.849 -11.910
H -31.726 16.813 -15.118
H -32.247 17.887 -13.779
H -33.432 17.089 -14.794
H -31.971 14.363 -14.862
H -33.637 14.780 -14.491
H -33.176 12.704 -13.644
H -33.314 13.705 -12.184
H -31.856 11.045 -12.576
H -32.235 11.894 -11.086
H -30.498 11.633 -11.556
C -37.961 10.107 -18.663
O -38.849 9.031 -18.432
C -38.443 7.814 -19.042
C -39.311 6.713 -18.469
O -39.501 6.941 -17.086
C -40.254 5.955 -16.449
H -38.237 10.984 -18.085
H -37.958 10.277 -19.746
H -36.953 9.788 -18.366
H -37.360 7.677 -19.046
H -38.720 7.944 -20.098
H -38.763 5.761 -18.543
H -40.284 6.565 -18.948
H -41.299 5.930 -16.785
H -40.256 6.116 -15.373
H -39.895 4.930 -16.613
```

---

The following is a quantum chemistry calculation of a molecular structure, C24H26BF2N4O3ReSSi in a non-equilibrium geometry, from the OMol25 dataset.

Its spin multiplicity is 2. Its net charge is +1. For the HOMO energy (alpha / beta), the calculation gives -0.4183 / -0.4185 Eh. For the HOMO-LUMO gap (alpha / beta), the calculation gives 6.90 / 7.16 eV.

XYZ file:
```
63
C24H26BF2N4O3ReSSi | the OMol25 dataset | the ωB97M-V functional and the def2-TZVPD basis
Re -1.239 -0.533 -0.788
O 1.182 -2.694 -2.284
C 1.612 -1.683 -1.811
N 2.879 -1.183 -1.790
C 3.032 0.033 -0.982
C 1.560 0.305 -0.762
O 1.067 1.378 -0.297
N 0.785 -0.693 -1.141
C 3.723 -0.308 0.348
C 3.014 -0.916 1.379
C 3.667 -1.326 2.532
C 5.038 -1.147 2.655
C 5.751 -0.549 1.626
C 5.096 -0.127 0.475
C 3.653 1.207 -1.736
C 3.948 2.384 -1.048
C 4.422 3.488 -1.737
C 4.605 3.428 -3.114
C 4.313 2.260 -3.799
C 3.828 1.150 -3.113
H 3.669 -1.740 -2.070
H 1.946 -1.085 1.293
H 3.107 -1.793 3.333
H 5.550 -1.476 3.551
H 6.822 -0.414 1.712
H 5.655 0.347 -0.322
H 3.806 2.435 0.025
H 4.649 4.399 -1.197
H 4.969 4.295 -3.652
H 4.458 2.207 -4.871
H 3.587 0.245 -3.655
N -8.227 0.760 -0.819
C -7.563 -0.247 -1.407
S -8.317 -1.501 -2.137
C -6.058 -0.185 -1.315
C -5.403 0.639 -0.407
C -4.031 0.580 -0.285
N -3.286 -0.260 -1.020
C -3.914 -1.025 -1.945
C -5.275 -1.010 -2.115
H -9.233 0.737 -0.845
H -7.780 1.571 -0.433
H -5.935 1.320 0.242
H -3.496 1.200 0.423
H -3.289 -1.678 -2.541
H -5.740 -1.647 -2.855
C -0.708 -2.743 3.215
Si -1.435 -1.230 2.461
C -0.479 0.282 2.925
C -3.193 -0.992 2.978
O -1.411 -1.450 0.779
H -0.947 -2.778 4.283
H 0.383 -2.751 3.114
H -1.098 -3.650 2.747
H -0.319 0.299 4.008
H -1.020 1.191 2.648
H 0.504 0.318 2.447
H -3.280 -1.169 4.056
H -3.874 -1.684 2.471
H -3.528 0.033 2.787
F -1.023 2.418 0.182
B -0.413 1.417 -0.487
F -0.769 1.341 -1.915
```